# 1
{"formula": "C11H10IrO8S6", "method": "ωB97M-V/def2-TZVPD", "elements": ["Ir", "O", "S", "O", "O", "C", "C", "C", "C", "C", "C", "S", "O", "O", "O", "H", "H", "H", "H", "O", "C", "S", "C", "C", "S", "S", "S", "C", "C", "O", "H", "H", "H", "H", "H", "H"], "positions_angstrom": [[-0.27340, 0.00091, -0.64780], [-0.05091, 0.99841, 1.20706], [1.17146, 0.68144, 2.00386], [1.47713, 1.74109, 2.92595], [2.28921, 0.23137, 1.18666], [0.62732, -0.70521, 3.02132], [0.98654, -0.61630, 4.35794], [0.62692, -1.60017, 5.26762], [-0.10721, -2.69085, 4.84428], [-0.48302, -2.78948, 3.51273], [-0.13223, -1.80733, 2.59636], [-0.66082, -2.15131, 0.91513], [-1.17197, -3.48439, 0.92819], [-1.65716, -1.12725, 0.45292], [0.54755, -1.89936, 0.09126], [1.55058, 0.24977, 4.67254], [0.92240, -1.50394, 6.30453], [-0.39493, -3.46834, 5.53997], [-1.05517, -3.63614, 3.16372], [-3.91558, 1.51345, -6.17515], [-3.27595, 1.24519, -5.19094], [-3.12542, 2.31895, -3.78873], [-2.08108, 1.27360, -2.84585], [-1.73577, 0.09770, -3.38998], [-0.67357, -1.06433, -2.63043], [-2.37076, -0.26437, -4.98276], [-1.52143, 1.82556, -1.28430], [1.36279, 2.04105, -3.43251], [1.76016, 2.04599, -1.97789], [1.54396, 0.72525, -1.42283], [1.50236, 3.03947, -3.85115], [0.31458, 1.76636, -3.53952], [1.96848, 1.33191, -3.99666], [1.17939, 2.77321, -1.41137], [2.82518, 2.25614, -1.85733], [2.03035, 0.65196, -0.56685]], "atomic_forces_ev_per_a": [[-0.281, -0.159, -0.500], [0.629, 0.010, 0.053], [-0.181, 0.189, 0.467], [0.008, -0.088, 0.015], [-0.198, 0.060, -0.170], [0.038, -0.051, -0.053], [0.048, -0.008, -0.014], [0.011, 0.007, 0.004], [-0.014, -0.002, -0.008], [-0.047, 0.037, 0.041], [-0.063, 0.046, 0.031], [-0.002, -0.151, -0.092], [0.057, 0.056, 0.009], [-0.075, 0.028, 0.130], [0.054, 0.077, 0.070], [-0.002, 0.006, 0.012], [0.003, -0.003, -0.002], [0.001, 0.005, 0.004], [0.004, 0.001, 0.001], [-0.037, 0.005, -0.010], [0.060, -0.010, -0.009], [0.007, -0.057, -0.017], [-0.002, -0.096, -0.115], [-0.022, 0.062, 0.016], [-0.056, -0.191, -0.229], [-0.045, 0.085, 0.029], [-0.006, 0.028, 0.101], [-0.001, -0.022, 0.014], [-0.011, 0.006, -0.038], [-0.016, 0.165, 0.391], [0.004, 0.004, 0.008], [0.012, 0.006, -0.010], [-0.002, -0.005, 0.002], [-0.007, -0.002, 0.015], [-0.010, 0.001, 0.012], [0.142, -0.038, -0.158]], "lowdin_charge": [0.91, -0.48, 0.51, -0.30, -0.32, -0.20, -0.06, -0.07, -0.07, -0.06, -0.21, 0.53, -0.27, -0.42, -0.41, 0.11, 0.10, 0.10, 0.11, -0.09, -1.03, 0.94, -1.14, -1.14, 0.56, 0.95, 0.57, -0.07, -0.27, -0.26, 0.08, 0.04, 0.08, 0.09, 0.12, 0.06], "homo_energy_ev": -4.1380, "lumo_energy_ev": 2.5438, "charge": -1, "e_above_lowest_kj_mol": 0.0, "energy_ev": -95803.82004, "gap_ev": 6.68}

=====

# 2
{"formula": "C11H10N2", "method": "ωB97M-V/def2-TZVPD", "elements": ["C", "C", "C", "C", "C", "C", "C", "C", "C", "C", "C", "H", "H", "H", "H", "H", "H", "H", "H", "H", "H", "N", "N"], "positions_angstrom": [[1.43238, 2.36042, 0.07105], [1.68099, 0.87324, -0.01259], [3.02816, 0.55596, -0.09544], [3.26991, -0.81650, 0.03605], [2.23406, -1.73710, -0.06008], [0.61652, -0.14061, 0.03180], [-0.84820, 0.11400, 0.11614], [-1.53552, -1.16307, 0.10116], [-2.87181, -1.31523, 0.02732], [-3.63143, -0.12418, -0.13319], [-1.70775, 1.23948, 0.07200], [0.58069, 2.72187, -0.47140], [2.22618, 2.87054, -0.35383], [1.59087, 2.64820, 1.19274], [3.73010, 1.37740, -0.30363], [4.22133, -1.31398, -0.19310], [2.45924, -2.88407, -0.07043], [-0.98074, -2.07848, 0.29618], [-3.30879, -2.30644, 0.07604], [-4.77366, 0.03959, -0.22223], [-1.13602, 2.18492, -0.21763], [0.97029, -1.45420, -0.01535], [-3.05787, 1.12020, -0.07864]], "atomic_forces_ev_per_a": [[-0.299, -0.753, 2.521], [-1.910, 0.163, -0.081], [-0.952, -1.677, 0.220], [1.491, -0.517, -2.051], [1.154, -2.280, 1.028], [2.668, 1.307, 0.269], [-1.922, -2.306, -0.341], [1.110, 0.416, 1.272], [-1.974, 1.475, -0.488], [-0.549, 2.303, 0.713], [1.678, -0.586, -1.962], [-0.674, 0.224, 0.513], [1.832, 0.844, -1.138], [-1.286, -0.188, -1.839], [-0.005, -0.836, 0.444], [0.094, 0.760, 0.615], [-0.144, 2.256, -0.099], [0.061, 0.498, -0.395], [-0.162, 0.212, -0.113], [1.982, -1.152, 0.060], [-1.847, -0.798, 1.130], [-1.074, 1.796, -0.257], [0.730, -1.158, -0.022]], "lowdin_charge": [-0.05, -0.19, -0.03, -0.07, -0.18, -0.14, -0.10, -0.05, -0.07, -0.12, -0.09, 0.05, 0.03, 0.14, 0.12, 0.10, 0.14, 0.10, 0.10, 0.13, 0.10, 0.06, 0.03], "homo_energy_ev": -8.5269, "lumo_energy_ev": 0.0030, "smiles": "Cc1cccnc1-c1cccnc1", "e_above_lowest_kj_mol": 222.1, "energy_ev": -14547.27150, "gap_ev": 8.53}

=====

# 3
{"formula": "C11H10N2", "method": "ωB97M-V/def2-TZVPD", "elements": ["C", "C", "C", "C", "C", "C", "C", "C", "C", "C", "C", "N", "N", "H", "H", "H", "H", "H", "H", "H", "H", "H", "H"], "positions_angstrom": [[3.11106, 1.44444, -0.38318], [0.94790, -1.40388, -0.03636], [-0.38691, -1.31868, -0.22978], [-0.31283, 1.17310, -0.28296], [1.72305, -0.27573, -0.00616], [1.04491, 1.02089, -0.16789], [-1.00494, -0.07244, -0.33459], [3.09238, -0.15550, 0.14992], [-3.15456, 0.62588, 0.38988], [4.24773, -1.04153, 0.01190], [-4.62478, 0.69004, 0.15636], [1.98977, 1.99716, -0.22198], [-2.36259, -0.01586, -0.39546], [1.46702, -2.31256, 0.00130], [-1.04432, -2.13118, 0.24312], [-0.92996, 2.06128, -0.15194], [-2.65755, 1.35194, 1.10600], [3.89971, -2.04279, -0.02815], [4.88106, -0.74221, 0.89855], [4.81325, -0.81544, -0.98519], [-5.11003, 0.45753, 1.10063], [-4.84131, 1.67745, -0.28551], [-4.78807, -0.17191, -0.54847]], "atomic_forces_ev_per_a": [[0.066, -1.348, 1.912], [0.155, -0.359, -0.365], [-1.974, -1.431, 2.029], [-0.160, -1.869, 0.228], [-0.548, 0.927, -0.261], [0.231, -1.001, 0.614], [0.233, 1.965, 0.698], [-0.787, 3.944, -2.641], [2.700, 0.997, -0.946], [1.269, 1.824, -0.479], [0.917, -1.436, -0.728], [1.798, 1.338, -0.788], [-2.937, -0.539, 0.731], [0.271, -1.539, 0.480], [0.823, 0.772, -1.793], [0.695, 0.115, -0.569], [-0.738, -0.892, -0.077], [0.194, -1.169, 0.365], [-0.043, -1.082, -1.055], [-0.918, -0.312, 1.890], [-0.469, 0.471, -0.042], [-0.401, -0.507, 0.355], [-0.378, 1.133, 0.441]], "lowdin_charge": [0.10, -0.04, -0.04, 0.06, -0.21, -0.25, -0.29, -0.14, -0.20, -0.08, -0.07, 0.05, 0.08, 0.10, 0.15, 0.12, 0.13, 0.05, 0.10, 0.13, 0.07, 0.09, 0.09], "homo_energy_ev": [-8.1529, -7.3692], "lumo_energy_ev": [-1.4098, -0.6644], "e_above_lowest_kj_mol": 585.8, "energy_ev": -14543.50118, "gap_ev": [6.74, 6.70]}